Entry i
Molecular formula: C10H20Cl10
Method: DFT, ωB97M-V/def2-TZVPD

Output
Total charge: 0
LUMO level: 0.41 eV
HOMO-LUMO gap: 9.74 eV

Each line ends with the Mulliken charge.
Cartesian coordinates (Å):
Cl  0.8687  1.6113  -5.1412  -0.209
C  1.6596  1.4389  -3.5484  -0.499
C  0.8045  0.6931  -2.6155  0.504
Cl  1.7472  0.1719  -1.2244  -0.129
H  1.9062  2.4084  -3.1156  0.326
H  2.5816  0.8757  -3.6921  0.363
H  0.2592  -0.1627  -3.0134  0.373
H  0.0120  1.2891  -2.1628  -0.370
Cl  2.2088  -4.1197  -2.1753  -0.198
C  1.2355  -3.0030  -1.2437  -0.076
C  0.7020  -3.8094  -0.0112  -0.525
Cl  -0.2340  -2.7998  1.2024  -0.088
H  0.4279  -2.6811  -1.9011  0.178
H  1.9643  -2.2035  -1.1099  0.084
H  1.5966  -4.1810  0.4886  0.345
H  0.0091  -4.6007  -0.2973  0.392
Cl  2.7574  -0.9019  5.1742  -0.230
C  1.0715  -1.4464  4.7462  -0.479
C  0.8868  -1.0305  3.2620  -0.568
Cl  -0.7832  -1.1066  2.7793  -0.363
H  0.4017  -0.7693  5.2763  0.289
H  0.9110  -2.5117  4.9116  0.364
H  1.4908  -1.5023  2.4869  0.553
H  1.1827  0.0023  3.0779  0.377
Cl  -1.8011  3.0952  1.6793  -0.107
C  -2.5313  3.8902  0.3306  -0.389
C  -2.6113  3.0586  -0.9089  -0.683
Cl  -1.0212  2.8335  -1.5265  -0.212
H  -1.9682  4.8014  0.1287  0.333
H  -3.5990  4.0824  0.4364  0.320
H  -3.1381  3.6165  -1.6831  0.476
H  -3.0448  2.0737  -0.7354  0.477
Cl  0.7185  0.6183  1.6701  -0.274
C  -0.3948  -0.3441  0.5082  -0.430
C  -1.1345  0.5133  -0.4814  -0.809
Cl  -2.0433  -0.4177  -1.7742  -0.128
H  -1.1074  -0.8757  1.1389  0.594
H  0.2735  -1.0316  -0.0104  -0.281
H  -0.4564  1.2234  -0.9545  0.365
H  -1.8085  1.2013  0.0290  0.333

Entry ii
Molecular formula: C10H20Cl10
Method: DFT, ωB97M-V/def2-TZVPD

Output
Total charge: 0
LUMO level: 0.36 eV
SMILES string: ClCCCl.ClCCCl.ClCCCl.ClCCCl.ClCCCl
HOMO-LUMO gap: 10.55 eV

Each line ends with the Mulliken charge.
Cartesian coordinates (Å):
Cl  -0.9346  0.6807  2.2809  -0.182
C  -1.6361  1.3709  0.7292  -0.471
C  -1.3186  0.3799  -0.3555  0.381
Cl  -2.0782  -1.2828  -0.0735  -0.176
H  -1.3275  2.4031  0.5640  0.340
H  -2.7225  1.3930  0.8152  0.365
H  -0.2547  0.1725  -0.4705  -0.270
H  -1.6559  0.7394  -1.3277  -0.057
Cl  -1.8141  -2.1862  6.5373  -0.213
C  -1.4616  -3.2892  5.1304  -0.462
C  -1.9083  -2.7874  3.8115  -0.124
Cl  -1.5658  -3.9242  2.5074  -0.176
H  -2.0206  -4.1967  5.3588  0.321
H  -0.3835  -3.4490  5.1440  0.309
H  -1.4927  -1.8049  3.5878  0.020
H  -2.9817  -2.5980  3.8058  0.356
Cl  4.3405  0.1517  3.1820  -0.192
C  2.6967  -0.5320  3.5570  -0.411
C  1.8368  -0.8166  2.2788  0.145
Cl  2.6118  -2.0712  1.2497  -0.184
H  2.2143  0.2282  4.1714  0.303
H  2.7533  -1.4661  4.1157  0.338
H  1.8205  0.1131  1.7100  0.152
H  0.8058  -1.0988  2.4922  -0.174
Cl  -2.7152  3.9120  -5.2609  -0.172
C  -2.4182  2.2381  -5.9015  -0.484
C  -1.1112  1.6520  -5.4354  -0.539
Cl  -1.0994  1.4959  -3.6445  -0.159
H  -2.2843  2.2909  -6.9819  0.334
H  -3.2693  1.5883  -5.6974  0.331
H  -0.2855  2.2721  -5.7842  0.337
H  -1.0011  0.6487  -5.8470  0.323
Cl  1.3116  2.4124  -1.0344  -0.141
C  1.8299  1.0559  -2.0898  -0.295
C  3.3314  0.8039  -2.2207  -0.598
Cl  3.9719  0.3158  -0.6583  -0.130
H  1.4747  1.1572  -3.1153  0.207
H  1.2908  0.2028  -1.6778  0.363
H  3.8139  1.7467  -2.4784  0.326
H  3.6365  0.0780  -2.9745  0.360

Which one is the most stable? From the structures above, entry ii.